No. 1
This record from the OMol25 dataset describes a structure of composition C28H76AsF8N7O13S2 at a distorted geometry. The level of theory is ωB97M-V/def2-TZVPD.

The geometry in ORCA input format:
```
! wB97M-V def2-TZVPD RIJCOSX def2/J DEFGRID3
* xyz 4 1
As -1.4592 -0.0570 -0.2199
F -1.8125 1.6410 0.0005
F -1.9301 -0.3521 1.4786
F -1.2058 -1.7777 -0.3227
F -0.9975 0.1273 -1.8965
F 0.2371 0.2140 0.2170
F -3.1529 -0.3239 -0.7287
C 2.3444 3.7830 -2.7386
C 2.7399 2.5989 -1.8128
C 4.0841 2.0202 -2.0855
O 4.2413 0.9415 -1.2295
C 5.5332 0.4063 -1.2212
N 2.6710 2.9400 -0.3444
H 1.8614 3.6426 -0.0733
H 2.4749 2.1223 0.2525
H 3.5617 3.3940 -0.1122
H 1.3956 4.2322 -2.5087
H 2.3091 3.3432 -3.7616
H 3.0140 4.6337 -2.8134
H 2.0935 1.7750 -1.9775
H 4.8810 2.7771 -1.8594
H 4.1846 1.7926 -3.1907
H 5.7970 0.1594 -2.2532
H 5.6406 -0.4582 -0.5772
H 6.2535 1.1702 -0.9578
C -6.4769 -2.1077 0.3435
C -5.0323 -2.3044 0.6405
O -4.2765 -2.8684 -0.0553
N -4.4277 -1.6763 1.8908
H -3.7471 -0.9940 1.4729
H -5.1390 -1.2916 2.5179
C -3.5791 -2.6822 2.6119
H -6.3706 -1.4192 -0.5006
H -7.1892 -1.7190 1.0537
H -6.7625 -2.9767 -0.1855
H -4.0822 -3.3634 3.2675
H -3.0645 -1.9630 3.2743
H -2.8604 -3.1733 1.9800
C -3.1144 8.1094 -3.0321
C -2.7086 6.6948 -3.2378
O -2.4158 5.8514 -2.4677
N -2.7489 6.2690 -4.8783
H -3.7062 6.2509 -5.2321
H -2.3159 6.9959 -5.4550
C -2.1180 4.9631 -5.1447
H -2.2397 8.7555 -3.0901
H -3.5260 8.2104 -1.9946
H -3.8500 8.4788 -3.8165
H -2.3263 4.8918 -6.2056
H -2.5198 4.1585 -4.5379
H -1.0437 5.0923 -4.9738
C -4.4980 -1.9321 -6.4771
O -4.1381 -2.0340 -5.1141
C -4.3442 -3.2429 -4.5162
C -3.6802 -3.2256 -3.0843
N -2.4617 -2.3251 -3.1867
H -2.7811 -1.4733 -3.6477
H -2.0626 -2.0029 -2.2882
C -1.4289 -2.9365 -4.1087
C -0.0393 -2.1949 -4.0684
O 0.0185 -1.2244 -5.0246
C 0.1327 -1.7352 -6.3751
H -4.1980 -2.7947 -7.0547
H -4.1235 -1.0389 -6.9298
H -5.5943 -1.9378 -6.5593
H -3.7768 -4.0275 -5.0102
H -5.3333 -3.6780 -4.5165
H -3.2901 -4.2052 -2.7256
H -4.3845 -2.7721 -2.4126
H -1.8574 -2.9866 -5.1043
H -1.2949 -3.9751 -3.8216
H 0.6501 -3.0590 -4.1945
H 0.1931 -1.7221 -3.0951
H 1.1639 -1.9433 -6.6507
H -0.2258 -0.8965 -6.9580
H -0.5727 -2.5741 -6.5355
C -0.4479 1.8199 8.6514
O -0.0145 2.7881 7.6357
C 0.6534 2.1345 6.5429
C 0.9523 3.1328 5.4103
N -0.3181 3.9122 5.1526
H -0.6440 4.2514 6.0586
H -0.1120 4.7165 4.5095
C -1.4140 3.0710 4.5462
C -2.7373 3.7673 4.4515
O -2.9792 4.2976 5.7594
C -4.2171 5.0898 5.7158
H -1.1600 1.0994 8.2448
H -0.9484 2.4295 9.4241
H 0.3727 1.2737 9.1426
H -0.0532 1.3504 6.1231
H 1.4977 1.5056 6.8007
H 1.2844 2.6378 4.5359
H 1.6801 3.8547 5.7121
H -1.5120 2.1675 5.1758
H -1.0928 2.6865 3.5799
H -3.4446 2.9708 4.2049
H -2.7748 4.5227 3.6284
H -3.9841 5.8551 4.9760
H -4.2799 5.5621 6.6905
H -5.1192 4.5576 5.4608
C 2.0342 -3.7878 0.2288
O 1.8057 -5.1711 0.5393
C 3.0266 -5.8647 0.5317
C 3.6581 -5.7866 1.9264
N 4.8716 -6.7242 2.0141
H 5.0701 -6.9229 2.9972
H 4.6703 -7.6087 1.5477
C 6.1767 -6.3302 1.4573
C 6.7708 -7.6009 0.9037
O 5.8182 -8.2374 0.0760
C 6.3381 -9.1913 -0.8532
H 2.7995 -3.2835 0.8554
H 1.1008 -3.3005 0.4866
H 2.3190 -3.6903 -0.8232
H 3.7119 -5.3921 -0.2295
H 2.9117 -6.9383 0.3349
H 2.9054 -6.1005 2.6923
H 4.0369 -4.8181 2.2189
H 6.8245 -5.8906 2.1732
H 5.9466 -5.6052 0.7077
H 7.2068 -8.3270 1.6353
H 7.6200 -7.2718 0.2771
H 6.9433 -8.6496 -1.5720
H 5.4889 -9.6875 -1.3169
H 6.9350 -9.9053 -0.2602
N 1.7909 5.4818 1.7393
S 3.0584 5.2695 2.5764
O 2.9171 5.6341 3.9477
O 4.2406 5.3396 1.7922
F 2.9824 3.6097 2.7298
S 0.2796 5.3957 1.6306
O -0.3628 5.6233 0.3665
O -0.6519 5.5543 2.7983
F 0.3762 3.7335 1.6880
*
```

Calculated values
- LUMO: -7.409 eV
- Maximum force: 0.10297 Eh/bohr
- Gap between HOMO and LUMO: 9.195 eV
- HOMO: -16.604 eV

No. 2
This record from the OMol25 dataset describes a cluster of 8 separate species, C28H76N4O10 in total at a distorted geometry. The level of theory is ωB97M-V/def2-TZVPD.

The geometry in ORCA input format:
```
! wB97M-V def2-TZVPD RIJCOSX def2/J DEFGRID3
* xyz 0 1
C 1.8294 2.9367 1.0839
C 2.4552 3.5774 -0.1749
O 1.8600 4.7999 -0.5591
H 1.7263 3.5584 1.9753
H 2.4134 2.0897 1.4447
H 0.8262 2.6103 0.8082
H 2.3325 2.8740 -0.9985
H 3.5332 3.7199 -0.0547
H 2.3323 5.5281 -0.1508
C -0.8018 -0.7897 -0.5923
C -0.3806 -0.9310 0.8480
O -1.4899 -0.8478 1.7325
H -1.0122 0.2122 -0.9661
H -1.6538 -1.4377 -0.8179
H -0.0717 -1.2140 -1.2923
H 0.4309 -0.2776 1.2054
H 0.0916 -1.8943 1.0783
H -1.9949 -0.0699 1.4577
C 4.3978 -2.6857 -2.5513
C 3.9294 -1.2357 -2.7030
O 2.6144 -1.1483 -2.1388
H 3.5857 -3.2795 -2.9653
H 4.4758 -2.8834 -1.4803
H 5.3547 -2.8759 -3.0350
H 3.7748 -1.0495 -3.7652
H 4.5650 -0.4759 -2.2470
H 2.6412 -1.3593 -1.1993
C -2.3799 -0.1994 -4.2297
C -1.8686 -1.1535 -5.3101
O -1.4530 -2.3175 -4.5711
H -1.8432 0.7504 -4.2429
H -2.5805 -0.6658 -3.2736
H -3.3591 0.1817 -4.5623
H -1.1010 -0.6948 -5.9411
H -2.6275 -1.4547 -6.0418
H -0.7546 -2.7563 -5.0743
C -3.0338 2.5816 1.3364
O -3.5136 1.4842 0.5893
C -4.2333 1.7851 -0.5962
C -3.3573 2.5272 -1.6168
N -4.1833 3.0944 -2.6586
C -3.3571 3.7813 -3.6433
C -4.1602 4.1545 -4.8915
O -4.4382 3.0217 -5.6787
C -5.5205 3.2022 -6.5725
H -1.9489 2.6791 1.2223
H -3.2064 2.4020 2.3985
H -3.5005 3.5243 1.0441
H -5.1758 2.2801 -0.3551
H -4.5051 0.8387 -1.0684
H -2.5650 1.8422 -1.9496
H -2.7797 3.2915 -1.0889
H -4.7523 2.4691 -3.2214
H -2.5191 3.1844 -4.0348
H -2.9552 4.6820 -3.1715
H -3.5617 4.8642 -5.4834
H -4.9896 4.8201 -4.6200
H -5.2356 3.9086 -7.3600
H -6.5087 3.4313 -6.1733
H -5.5671 2.2327 -7.0757
C 10.2509 3.0999 8.6157
O 8.9569 2.5203 8.4599
C 8.6088 2.4131 7.0758
C 7.1716 1.8432 6.9529
N 6.8787 1.9304 5.5145
C 5.8180 0.9966 5.1407
C 5.6060 1.0741 3.6358
O 4.3538 0.5625 3.2602
C 4.2604 0.1486 1.9260
H 10.5578 2.9035 9.6403
H 10.1497 4.1539 8.3497
H 10.9772 2.5726 7.9886
H 9.3718 1.9042 6.4858
H 8.5784 3.4641 6.7546
H 6.4990 2.5100 7.4923
H 7.2144 0.8234 7.3179
H 6.6467 2.8718 5.2334
H 4.8645 1.2495 5.6246
H 6.1074 -0.0239 5.3871
H 6.4832 0.5763 3.2034
H 5.6477 2.1251 3.3162
H 4.7711 -0.8196 1.8284
H 4.4628 0.9112 1.1704
H 3.2249 -0.1845 1.7835
C -1.6299 -5.4335 -1.5399
C -0.4336 -4.4928 -1.4708
C 0.4622 -4.9326 -0.3290
O 1.6067 -4.1154 -0.2301
C 2.6767 -4.5914 0.5424
N 0.3435 -4.5179 -2.7255
H -2.4006 -5.2605 -0.7865
H -1.3638 -6.4781 -1.3415
H -2.0463 -5.4649 -2.5468
H -0.7165 -3.4508 -1.2935
H 0.6917 -6.0005 -0.2902
H -0.1553 -4.6919 0.5544
H 2.9436 -5.6110 0.2306
H 2.3883 -4.5159 1.5963
H 3.5571 -4.0051 0.2758
H -0.2041 -3.9129 -3.3323
H 1.1696 -3.9479 -2.5427
C -7.3538 -0.4109 -0.1455
C -6.6561 -1.7612 -0.2997
C -6.6635 -2.4710 1.0636
O -5.9540 -1.7915 2.0782
C -4.5747 -1.6762 1.7534
N -7.3290 -2.5013 -1.3444
H -8.3985 -0.4883 0.1783
H -7.3590 0.1528 -1.0800
H -6.9898 0.2738 0.6267
H -5.6227 -1.6582 -0.6309
H -6.3452 -3.5245 0.9995
H -7.7144 -2.6246 1.3414
H -4.4125 -0.9039 0.9978
H -4.0877 -2.6292 1.5535
H -4.0907 -1.1867 2.6012
H -8.2117 -2.8940 -1.0191
H -6.8179 -3.3322 -1.6287
*
```

Calculated values
- SMILES: COC[C@H](C)N.COC[C@H](C)N.COCCNCCOC.COCCNCCOC.CCO.CCO.CCO.CCO
- LUMO: 0.570 eV
- Maximum force: 0.05163 Eh/bohr
- Gap between HOMO and LUMO: 9.468 eV
- Energy above the lowest of the compared OMol25 structures with the same formula, charge and spin: 50.46 kcal per mole
- HOMO: -8.898 eV

No. 3
This record from the OMol25 dataset describes a structure of composition C28H77AsF6N7O7 at a distorted geometry. The level of theory is ωB97M-V/def2-TZVPD.

The geometry in ORCA input format:
```
! wB97M-V def2-TZVPD RIJCOSX def2/J DEFGRID3
* xyz -1 1
As 0.0743 0.2396 0.9326
F -0.4551 -0.2324 2.5832
F 1.6788 -0.4140 1.3479
F 0.6584 0.7512 -0.6821
F -1.5642 0.7877 0.4906
F 0.5494 1.8242 1.5703
F -0.3507 -1.3619 0.3190
C -0.0103 4.1747 -0.6075
C 0.2697 4.5321 -2.0707
C 1.0769 5.8777 -2.1832
O 0.4710 6.9923 -1.5258
C -0.7941 7.3245 -2.0095
N 1.1392 3.4935 -2.5819
H 0.7949 4.1876 0.1271
H -0.4980 3.2106 -0.4643
H -0.6753 4.8867 -0.1187
H -0.6882 4.5169 -2.5906
H 1.2397 6.0453 -3.2478
H 2.0885 5.8486 -1.7783
H -1.5715 6.5698 -1.8902
H -0.6905 7.6945 -3.0295
H -0.9915 8.1001 -1.2694
H 0.7193 2.6178 -2.3047
H 1.0446 3.4962 -3.5875
C -4.0945 -0.7264 1.8154
C -4.7625 -2.1110 2.0870
C -5.0343 -2.2373 3.6336
O -5.3978 -3.6084 3.9126
C -5.6488 -3.8060 5.2920
N -5.9919 -2.1281 1.2867
H -4.8566 0.0334 1.9883
H -3.9241 -0.6284 0.7432
H -3.2245 -0.6087 2.4614
H -4.0993 -2.9073 1.7489
H -5.8024 -1.5255 3.9361
H -4.1365 -1.9328 4.1714
H -6.2306 -4.7236 5.3792
H -6.3261 -3.0437 5.6772
H -4.7467 -3.8734 5.9001
H -6.5496 -2.8995 1.6245
H -6.4786 -1.2901 1.5715
C 5.0458 -1.3883 0.7561
C 4.9342 0.0623 1.2937
C 4.4063 1.0157 0.2350
O 4.1902 2.3087 0.7756
C 3.3404 3.0557 -0.1229
N 4.0405 0.0172 2.4719
H 4.0764 -1.7529 0.4162
H 5.3944 -2.0418 1.5558
H 5.7479 -1.2745 -0.0698
H 5.9373 0.3255 1.6292
H 3.5704 0.5081 -0.2464
H 5.1864 1.1214 -0.5189
H 3.7713 2.9693 -1.1203
H 3.3702 4.0883 0.2247
H 2.3073 2.7079 -0.1279
H 4.0040 -0.9683 2.6902
H 3.1688 -0.0576 1.9674
C -2.6633 2.3889 -2.5480
C -3.4886 1.0981 -2.2858
C -4.5801 0.7570 -3.2934
O -5.1462 -0.4842 -2.9644
C -6.0113 -0.5006 -1.8341
N -2.4912 0.0603 -2.3073
H -3.3990 3.1755 -2.7158
H -2.0829 2.3255 -3.4685
H -2.0259 2.5484 -1.6783
H -3.9307 1.1841 -1.2931
H -4.1503 0.7114 -4.2941
H -5.2654 1.6023 -3.3563
H -6.7750 0.2698 -1.9403
H -5.4576 -0.4861 -0.8953
H -6.4591 -1.4939 -1.8650
H -1.9974 0.3043 -3.1539
H -1.8511 0.3222 -1.5712
C 0.8218 0.6268 5.8303
C 1.8797 0.8848 4.6994
C 1.9953 2.4220 4.3573
O 3.0894 2.7327 3.5350
C 3.0618 4.1524 3.3169
N 3.1338 0.3152 5.1912
H 0.9779 1.2202 6.7311
H 0.9177 -0.4162 6.1320
H -0.1859 0.8772 5.4987
H 1.5323 0.4097 3.7820
H 2.0550 2.9569 5.3051
H 1.0769 2.8222 3.9279
H 2.0806 4.5976 3.1519
H 3.7234 4.2892 2.4615
H 3.5002 4.6923 4.1562
H 2.9791 -0.6824 5.1586
H 3.0044 0.3750 6.1911
C 2.6435 -0.5936 -3.1402
C 2.9155 -1.2211 -4.5397
C 3.3858 -2.6737 -4.5157
O 4.4192 -2.9224 -3.5189
C 4.9505 -4.2881 -3.5334
N 1.7715 -1.0720 -5.4509
H 2.2854 0.4307 -3.2432
H 3.5395 -0.6582 -2.5229
H 1.9074 -1.1468 -2.5568
H 3.7832 -0.6977 -4.9415
H 3.7457 -2.8940 -5.5207
H 2.4921 -3.2757 -4.3514
H 4.2906 -5.1430 -3.3862
H 5.6503 -4.4558 -2.7146
H 5.4853 -4.2628 -4.4828
H 1.0465 -1.6669 -5.0761
H 1.9443 -1.5902 -6.3004
C 0.6038 -4.4798 -2.2131
C -0.7980 -4.2675 -1.6081
C -0.8140 -4.5885 -0.0732
O -2.0752 -4.5042 0.5903
C -2.0276 -4.4710 2.0686
N -1.1409 -2.9332 -1.9478
H 0.6781 -4.2975 -3.2852
H 0.8474 -5.5422 -2.1999
H 1.4260 -3.9222 -1.7646
H -1.5026 -4.9591 -2.0700
H -0.1375 -3.8470 0.3517
H -0.4296 -5.6027 0.0351
H -2.9542 -4.7330 2.5794
H -1.7905 -3.4835 2.4644
H -1.3010 -5.1650 2.4911
H -0.7026 -2.6268 -2.8046
H -0.7088 -2.3477 -1.2474
*
```

Calculated values
- LUMO: 2.490 eV
- Maximum force: 0.04691 Eh/bohr
- Gap between HOMO and LUMO: 8.289 eV
- Energy above the lowest of the compared OMol25 structures with the same formula, charge and spin: 85.65 kcal per mole
- HOMO: -5.799 eV

Number 1: calculated total energy -6303.61657 a.u.. Number 2: calculated total energy -2083.58654 a.u.. Number 3: calculated total energy -4857.92096 a.u..